# 1
Entry from the OMol25 dataset: a cluster of 3 separate species, C19H31IN2O8P2 in total (ωB97M-V/def2-TZVPD).

Each line ends with the natural charge from an NBO analysis.
CARTESIAN COORDINATES (ANGSTROEM)
1 C -1.222 -4.175 4.538  -0.613
2 C -1.868 -2.825 4.217  -0.693
3 P -3.111 -2.916 2.843  0.810
4 C -2.211 -3.937 1.600  -0.937
5 C -2.958 -1.271 2.050  -0.364
6 C -3.376 -0.977 0.807  -0.064
7 C -4.057 -1.903 -0.163  -0.455
8 C -5.323 -2.626 0.342  -0.401
9 C -6.213 -1.807 1.267  -0.542
10 C -7.138 -0.876 0.505  0.793
11 O -7.210 -0.808 -0.686  -0.562
12 O -7.950 -0.110 1.278  -0.672
13 C -3.216 0.449 0.358  0.593
14 O -4.018 0.978 -0.368  -0.494
15 C -2.030 1.209 0.886  -0.499
16 P -1.334 2.551 -0.206  1.415
17 O 0.258 2.258 0.020  -0.994
18 O -1.586 1.887 -1.680  -0.980
19 C -1.716 0.942 2.152  -0.202
20 I -0.305 1.938 3.316  0.210
21 C -2.485 -0.123 2.885  0.488
22 O -2.736 -0.036 4.063  -0.505
23 H -0.379 -4.371 3.876  0.207
24 H -0.836 -4.166 5.558  0.222
25 H -1.921 -5.010 4.452  0.205
26 H -1.089 -2.095 3.991  0.216
27 H -2.402 -2.446 5.087  0.243
28 H -1.765 -4.789 2.109  0.244
29 H -2.913 -4.320 0.861  0.232
30 H -1.422 -3.386 1.086  0.224
31 H -4.315 -1.339 -1.058  0.253
32 H -3.325 -2.654 -0.470  0.231
33 H -5.922 -2.863 -0.538  0.245
34 H -5.078 -3.575 0.820  0.211
35 H -6.853 -2.475 1.853  0.240
36 H -5.636 -1.230 1.996  0.230
37 H -7.721 -0.216 2.207  0.480
38 H 0.492 1.369 0.315  0.499
39 H -0.953 1.192 -1.893  0.491
40 C 5.184 4.605 0.257  -0.398
41 N 4.400 3.405 0.066  -0.429
42 C 3.368 3.053 1.024  -0.425
43 C 4.593 2.589 -0.990  0.514
44 O 3.945 1.568 -1.176  -0.662
45 H 5.735 4.567 1.199  0.190
46 H 4.547 5.492 0.264  0.192
47 H 5.898 4.697 -0.559  0.218
48 H 3.585 2.076 1.461  0.205
49 H 2.399 2.999 0.532  0.231
50 H 3.330 3.800 1.814  0.198
51 H 5.385 2.920 -1.674  0.159
52 C 6.068 0.865 -6.583  -0.398
53 N 6.019 1.199 -5.177  -0.422
54 C 5.420 0.266 -4.233  -0.424
55 C 6.504 2.355 -4.693  0.535
56 O 6.460 2.658 -3.514  -0.649
57 H 5.063 0.719 -6.984  0.197
58 H 6.643 -0.049 -6.747  0.196
59 H 6.545 1.676 -7.131  0.209
60 H 4.589 0.728 -3.699  0.239
61 H 6.151 -0.042 -3.486  0.215
62 H 5.069 -0.607 -4.779  0.197
63 H 6.940 3.012 -5.464  0.109

Cartesian forces (eV/Å) of the 6 atoms listed first:
C 0.000 0.077 0.001
C 0.156 0.089 -0.081
P -0.132 -0.212 0.236
C 0.080 0.118 -0.144
C 0.051 0.071 -0.010
C 0.105 0.031 0.000

The calculation puts the total energy at -2434.443096 Ha. Its spin multiplicity is 1. The calculation puts the HOMO energy at -8.80 eV. As for the structure (SMILES): CCP(C)C1=C(CCCC(=O)O)C(=O)C(P(O)O)=C(I)C1=O.CN(C)C=O.CN(C)C=O.

# 2
Entry from the OMol25 dataset: a structure of composition C19H31N10O2V (ωB97M-V/def2-TZVPD).

Each line ends with the natural charge from an NBO analysis.
CARTESIAN COORDINATES (ANGSTROEM)
1 V 0.125 -0.025 -0.227  1.189
2 N 2.388 -2.676 1.541  -0.694
3 C 3.215 -1.654 2.311  -0.044
4 C 2.362 -0.881 3.309  -0.438
5 C 1.600 0.327 2.764  -0.056
6 N 0.368 -0.074 2.020  -0.867
7 C 2.519 1.205 1.915  -0.419
8 C 3.278 0.471 0.812  -0.053
9 N 2.385 0.151 -0.348  -0.864
10 C 4.004 -0.757 1.364  -0.447
11 H 1.908 -3.297 2.196  0.441
12 H 3.011 -3.263 0.982  0.441
13 H 1.678 -2.283 0.897  0.458
14 H 3.917 -2.276 2.867  0.249
15 H 3.059 -0.507 4.062  0.274
16 H 1.693 -1.553 3.856  0.230
17 H 1.296 0.909 3.636  0.230
18 H -0.348 0.634 2.172  0.404
19 H -0.044 -0.893 2.463  0.385
20 H 3.257 1.653 2.585  0.256
21 H 1.965 2.043 1.487  0.227
22 H 4.060 1.140 0.450  0.232
23 H 2.822 -0.577 -0.911  0.384
24 H 2.410 0.964 -0.961  0.399
25 H 4.848 -0.385 1.949  0.276
26 H 4.460 -1.340 0.557  0.230
27 N 0.079 0.560 -4.542  -0.300
28 C 0.162 -0.352 -3.576  0.219
29 N 0.066 0.255 -2.401  -0.576
30 C -0.071 1.577 -2.744  0.270
31 N -0.069 1.792 -4.033  -0.186
32 C -0.222 2.604 -1.714  0.096
33 C -0.457 3.941 -2.015  0.068
34 N -0.627 4.843 -1.060  -0.295
35 C -0.570 4.417 0.195  0.035
36 C -0.329 3.085 0.505  0.011
37 N -0.142 2.167 -0.446  -0.469
38 H 0.125 0.431 -5.544  0.459
39 H 0.287 -1.407 -3.755  0.238
40 H -0.508 4.273 -3.045  0.247
41 H -0.718 5.149 0.979  0.241
42 H -0.288 2.764 1.537  0.204
43 O -1.872 -0.100 0.386  -0.675
44 N -3.059 0.310 -0.066  0.054
45 C -3.274 0.497 -1.380  0.007
46 C -4.508 0.911 -1.833  -0.191
47 C -5.534 1.131 -0.926  -0.123
48 C -5.287 0.925 0.424  -0.196
49 C -4.038 0.513 0.833  0.042
50 H -2.426 0.298 -2.016  0.223
51 H -4.656 1.055 -2.894  0.260
52 H -6.508 1.456 -1.264  0.265
53 H -6.055 1.080 1.168  0.269
54 H -3.762 0.328 1.860  0.245
55 C -1.803 -3.242 -0.147  -0.735
56 C -0.418 -3.144 -0.700  0.725
57 N -0.014 -4.110 -1.511  -0.740
58 O 0.377 -2.208 -0.399  -0.770
59 H -2.521 -3.503 -0.925  0.264
60 H -2.071 -2.303 0.325  0.264
61 H -1.832 -4.044 0.595  0.272
62 H -0.612 -4.892 -1.733  0.436
63 H 0.922 -4.110 -1.887  0.420

Cartesian forces (eV/Å) of the 6 atoms listed first:
V 0.114 -0.164 0.184
N 0.059 -0.008 0.029
C -0.002 -0.028 -0.003
C 0.008 0.002 0.013
C 0.008 -0.011 0.004
N -0.023 0.070 -0.058

The energy relative to the best compared isomer or geometry (same formula, charge and spin) is 0.0 kcal/mol. As for the total charge: +3. The calculation puts the total energy at -2383.885787 Ha. Its spin multiplicity is 4. The calculation puts the HOMO energy (alpha / beta) at -16.05 / -17.52 eV.